Computed, not measured: C41H42As2Br4MnN4O14 as an isolated structure, with ωB97M-V with the def2-TZVPD basis set.

Output
Relative energy (zero: lowest compared OMol25 entry of this formula, charge and spin) ... 59.3 kJ/mol
Total charge ... -2
2S+1 ... 6
Gap between HOMO and LUMO (spin up / spin down) ... 4.82 / 6.58 eV
LUMO energy (spin up / spin down) ... 0.1383 / 0.1382 hartree
E_tot ... -510994.5523 eV

Geometry (Å):
Mn -1.5583 -0.5305 1.1409
C -0.5504 -2.9357 4.7228
O -1.9535 -3.1492 4.9086
C -2.8452 -2.1399 4.6962
C -4.0073 -2.1985 5.4365
C -5.0254 -1.2532 5.2855
C -4.8640 -0.2350 4.3781
C -3.7077 -0.1645 3.5884
C -3.5621 0.9421 2.6754
N -2.7041 0.9979 1.7290
N -2.5294 2.2014 1.0690
C -1.3850 2.1427 0.4385
O -0.6015 1.1186 0.4690
C -0.9613 3.3345 -0.3427
C -1.8927 4.2749 -0.7751
C -1.4787 5.3665 -1.5232
C -0.1326 5.5302 -1.8309
C 0.7985 4.5999 -1.3905
C 0.3835 3.5017 -0.6515
C -2.6667 -1.1148 3.7264
O -1.5799 -1.0725 3.0090
H -0.0687 -3.7501 5.2628
H -0.2381 -1.9793 5.1452
H -0.2658 -2.9667 3.6758
H -4.1076 -3.0165 6.1405
H -5.9279 -1.3303 5.8790
H -5.6352 0.5164 4.2432
H -4.1832 1.8239 2.8210
H -2.9347 4.1332 -0.5198
H -2.2061 6.0938 -1.8655
H 0.1893 6.3862 -2.4131
H 1.8522 4.7192 -1.6101
H 1.0980 2.7764 -0.2848
Br -1.1956 -7.3168 1.4160
C -1.8906 -5.5633 1.2440
C -3.2542 -5.3322 1.2763
Br -4.4740 -6.7713 1.4674
C -3.7437 -4.0215 1.1640
Br -5.5892 -3.6102 1.2545
C -2.8879 -2.9308 1.0091
O -3.2734 -1.6922 0.9540
C -1.4813 -3.1890 0.9044
O -0.6948 -2.1477 0.6713
C -1.0081 -4.4789 1.0695
Br 0.8696 -4.6914 1.0846
C 0.2763 1.9098 4.1032
O 1.3473 1.4319 3.3014
C 1.9209 2.3259 2.4210
O 1.7274 3.5229 2.5248
C 2.7283 1.6458 1.4291
C 3.7629 2.3295 0.7624
As 4.0415 2.2646 -1.1519
C 5.9337 1.6907 -1.2458
C 3.3535 0.4674 -1.5833
C 2.7657 -0.4087 -0.7614
As 2.1945 -0.1767 1.1214
C 3.7745 -1.1213 1.8485
C 2.3386 -1.7703 -1.2190
O 2.9495 -2.7818 -0.9831
O 1.1442 -1.7182 -1.8209
C 0.5500 -2.9631 -2.1833
C 3.5370 0.0628 -3.0071
O 3.3947 -1.0391 -3.4817
O 3.9142 1.1058 -3.7881
C 4.1077 0.7864 -5.1598
C 4.4944 3.3653 1.4349
O 4.6562 3.5333 2.6286
O 5.1371 4.2103 0.5148
C 6.0222 5.1717 1.0470
H -0.1123 2.8457 3.7067
H 0.6293 2.0756 5.1242
H -0.4938 1.1396 4.1076
H 6.5493 2.5224 -0.9082
H 6.1903 1.4439 -2.2768
H 6.0946 0.8260 -0.6028
H 4.6857 -0.5847 1.5860
H 3.8011 -2.1380 1.4584
H 3.6618 -1.1394 2.9324
H 0.7712 -3.1626 -3.2343
H -0.5206 -2.8542 -2.0235
H 0.9394 -3.7682 -1.5670
H 4.3554 1.7240 -5.6508
H 3.2035 0.3575 -5.5897
H 4.9197 0.0692 -5.2803
H 7.0536 4.9048 0.7924
H 5.9178 5.2260 2.1289
H 5.7886 6.1407 0.6023
C -0.2610 0.7915 -2.8657
N -1.2218 -0.2044 -3.3043
C -1.2693 -0.4680 -4.7249
C -1.8506 -1.8396 -4.9920
C -3.1962 -1.9422 -4.3088
N -3.0961 -1.5598 -2.9189
C -4.1884 -1.9753 -2.0578
C -2.1653 -0.6730 -2.4291
O -2.2025 -0.3421 -1.2465
H 0.7254 0.5307 -3.2519
H -0.2169 0.8052 -1.7837
H -0.5365 1.7894 -3.2255
H -0.2484 -0.4025 -5.1078
H -1.8584 0.3007 -5.2486
H -1.1786 -2.5991 -4.5884
H -1.9553 -2.0106 -6.0649
H -3.5676 -2.9699 -4.3489
H -3.9370 -1.3169 -4.8304
H -4.2226 -3.0667 -1.9873
H -5.1453 -1.6245 -2.4622
H -4.0396 -1.5736 -1.0584



Computed, not measured: a 2-piece molecular cluster, C3H7O overall in a non-equilibrium geometry, with ωB97M-V with the def2-TZVPD basis set.

Output
Relative energy (zero: lowest compared OMol25 entry of this formula, charge and spin) ... 127.6 kJ/mol
Total charge ... -1
Gap between HOMO and LUMO ... 5.42 eV
LUMO energy ... 0.1651 hartree
E_tot ... -5270.3663 eV

Geometry (Å):
O -1.2779 1.9932 0.7216
H -0.3684 1.6570 0.6090
C 1.4782 -0.3854 0.4343
C 0.1889 -0.6636 -0.0738
C -0.1104 -1.4420 -1.1811
H 1.4977 -0.1394 1.4908
H -1.5327 2.1618 -0.2023
H 2.3043 -0.9113 -0.0344
H -0.5997 -0.4182 0.6352
H -1.0997 -1.7875 -1.4444
H 0.7649 -1.8139 -1.7100



Computed, not measured: an isolated molecule of C5H9N, with ωB97M-V with the def2-TZVPD basis set.

Output
Relative energy (zero: lowest compared OMol25 entry of this formula, charge and spin) ... 222.6 kJ/mol
Total charge ... 0
Gap between HOMO and LUMO ... 10.07 eV
LUMO energy ... 0.0477 hartree
E_tot ... -6818.6882 eV
SMILES ... C1CC1N1CC1

Geometry (Å):
C 0.0125 -1.1187 -1.1790
C 0.8218 -0.0064 -1.8212
C 0.6773 -0.0920 -0.3323
N -0.1403 0.8768 0.3781
C -0.0422 0.8415 1.8249
C -1.2676 0.3749 1.1451
H -1.0654 -1.0444 -1.2786
H 0.4267 -2.1293 -1.2119
H 1.7704 -0.3167 -2.2588
H 0.2773 0.7825 -2.3402
H 1.5628 -0.3702 0.2330
H 0.6122 0.0979 2.2793
H -0.0075 1.8012 2.3327
H -2.1532 1.0007 1.1118
H -1.4848 -0.6979 1.1173



> Which of these has the lowest E_tot?

C41H42As2Br4MnN4O14



> The lowest E_tot belongs to which entry?

C41H42As2Br4MnN4O14



> Among the records above, which one has the highest E_tot?

C3H7O